No. 1
C22H25BrGaNO as an isolated structure at a distorted geometry. Source: the Open Molecules 2025 dataset; level of theory: ωB97M-V/def2-TZVPD.

Last column: Löwdin charge in e.
Element x y z (Å)
C 2.296 0.067 3.670  -0.212
C 2.454 -0.523 2.416  -0.124
C 2.017 0.386 1.402  -0.071
H 2.864 -1.519 2.215  0.106
C 1.579 1.558 2.019  -0.166
C 1.738 1.418 3.464  -0.332
H 1.252 2.460 1.509  0.090
C -1.130 -1.449 3.288  -0.265
C -0.156 -2.344 2.701  -0.123
C -0.362 -2.406 1.324  -0.028
H 0.588 -2.902 3.258  0.099
C -1.513 -1.599 1.014  -0.197
C -1.937 -0.971 2.188  -0.151
H 2.071 0.200 0.336  0.093
H 1.897 2.238 4.174  0.098
H 2.574 -0.321 4.659  0.099
H -2.764 -0.255 2.267  0.079
H 0.218 -2.966 0.582  0.115
H -1.473 -1.537 4.324  0.068
Ga -0.273 0.683 4.045  0.565
C -2.269 -1.563 -0.293  -0.492
C -3.681 -2.160 -0.090  -0.041
C -1.574 -2.392 -1.379  -0.047
H -3.602 -3.224 0.170  0.091
H -4.265 -2.080 -1.024  0.085
H -4.228 -1.657 0.714  0.081
H -1.554 -3.449 -1.086  0.089
H -0.550 -2.041 -1.530  0.077
H -2.118 -2.311 -2.325  0.090
C -2.412 -0.072 -0.721  -0.050
C -1.154 0.603 -1.256  -0.429
H -2.771 0.532 0.136  0.126
H -3.182 -0.003 -1.507  0.121
O -0.013 0.254 -0.933  0.054
N -1.378 1.587 -2.179  0.063
C -0.332 2.554 -2.527  -0.124
H -2.328 1.945 -2.225  0.137
C 1.045 1.951 -2.686  -0.242
C 2.126 2.599 -2.084  -0.054
H 1.928 3.529 -1.537  0.112
C 3.411 2.045 -2.142  -0.086
H 4.230 2.545 -1.619  0.102
C 3.629 0.847 -2.835  -0.095
H 4.630 0.412 -2.882  0.099
C 2.555 0.234 -3.496  -0.080
H 2.706 -0.707 -4.030  0.101
C 1.273 0.797 -3.445  -0.047
H 0.439 0.323 -3.974  0.119
H -0.273 3.306 -1.721  0.122
H -0.661 3.043 -3.457  0.129
Br -1.569 2.333 3.106  0.243

Output
- Orbital gap (alpha / beta): 5.5 / 5.5 eV
- E: -5482.05391 hartree
- Lowest unoccupied orbital energy (alpha / beta): -1.91 / -1.91 eV
- Strongest force on any atom: 3.23 eV Å⁻¹
- ΔE to the lowest compared entry with this formula, charge and spin: 0.00 kcal/mol
- Net charge: 0

No. 2
C22H25BrN2O5V as an isolated structure. Source: the Open Molecules 2025 dataset; level of theory: ωB97M-V/def2-TZVPD.

Last column: Mulliken spin population.
Element x y z (Å)
V 0.612 -0.256 0.347  1.101
O -1.643 1.981 -1.761  -0.007
C -0.714 1.234 -1.736  0.019
O -0.692 0.282 -0.722  -0.024
C 0.410 1.148 -2.735  -0.002
C 0.528 -0.302 -3.283  -0.002
C 1.252 -0.270 -4.626  0.000
C 2.695 0.061 -4.176  0.000
C 2.554 0.074 -2.654  0.001
O 1.496 -0.876 -2.390  0.003
C 1.875 1.366 -2.180  -0.002
C 1.813 1.460 -0.679  0.015
O 1.161 2.294 -0.089  0.013
O 2.273 0.393 0.029  -0.020
H 0.179 1.871 -3.514  0.000
H -0.391 -0.881 -3.249  -0.001
H 0.829 0.463 -5.309  0.000
H 1.196 -1.247 -5.101  0.000
H 3.056 1.015 -4.557  0.000
H 3.398 -0.708 -4.486  0.000
H 3.443 -0.195 -2.092  -0.001
H 2.303 2.289 -2.570  0.001
Br -1.959 -2.327 0.961  0.001
C -0.331 -3.106 0.453  0.012
C -0.235 -4.480 0.351  -0.003
C 0.981 -5.026 -0.030  0.005
C 2.055 -4.188 -0.301  -0.003
C 1.877 -2.830 -0.188  0.012
N 0.698 -2.289 0.192  -0.024
H -1.094 -5.098 0.567  0.000
H 1.084 -6.099 -0.115  0.000
H 3.016 -4.579 -0.600  0.000
H 2.673 -2.129 -0.400  0.000
C -3.260 3.126 0.539  0.000
N -2.597 1.925 1.131  0.003
C -3.551 1.156 1.972  0.000
C -1.350 2.346 1.873  0.000
C -0.692 1.267 2.697  -0.058
C -0.828 1.332 4.077  0.000
C -0.184 0.430 4.918  0.005
C 0.621 -0.562 4.390  -0.001
C 0.753 -0.656 3.010  -0.009
C 0.105 0.240 2.160  -0.040
H -4.071 2.796 -0.104  0.000
H -2.534 3.681 -0.046  0.000
H -3.646 3.738 1.351  0.000
H -2.302 1.339 0.343  0.002
H -3.871 1.783 2.802  0.000
H -3.059 0.267 2.357  0.000
H -4.411 0.886 1.366  0.000
H -1.661 3.160 2.527  0.000
H -0.671 2.749 1.124  -0.001
H -1.432 2.119 4.515  0.000
H -0.303 0.522 5.990  0.000
H 1.144 -1.253 5.036  0.000
H 1.403 -1.435 2.614  0.004

Output
- Orbital gap (alpha / beta): 7.6 / 8.2 eV
- E: -4856.57352 hartree
- Lowest unoccupied orbital energy (alpha / beta): -7.85 / -7.31 eV
- <S²>: 0.76
- Multiplicity: 2
- Strongest force on any atom: 0.28 eV Å⁻¹
- Net charge: +2

No. 3
C22H25Cl2N4O2RuS2 as an isolated structure. Source: the Open Molecules 2025 dataset; level of theory: ωB97M-V/def2-TZVPD.

Last column: Mulliken spin population.
Element x y z (Å)
Ru 0.412 -0.374 1.058  3.862
C 3.116 2.380 -6.398  -0.001
C 2.511 2.219 -5.030  0.010
C 2.493 3.280 -4.131  -0.003
C 1.950 3.138 -2.864  0.005
C 1.412 1.908 -2.510  0.002
C 1.405 0.825 -3.391  0.006
C 1.952 0.996 -4.645  -0.006
S 0.875 1.688 -0.881  -0.015
O -0.386 0.907 -0.859  0.074
O 0.865 2.932 -0.173  0.011
N 1.832 0.573 -0.192  0.268
C 2.886 0.847 0.705  -0.027
C 4.001 1.625 0.495  0.010
C 4.941 1.666 1.513  0.000
C 4.740 0.935 2.680  0.013
C 3.580 0.200 2.807  0.006
N 2.664 0.169 1.832  0.075
H 3.797 3.228 -6.435  0.000
H 2.335 2.547 -7.144  0.001
H 3.661 1.483 -6.692  0.000
H 2.915 4.233 -4.423  0.000
H 1.936 3.961 -2.162  0.000
H 0.987 -0.127 -3.090  -0.006
H 1.959 0.167 -5.343  0.000
H 4.130 2.168 -0.431  -0.001
H 5.838 2.259 1.393  0.000
H 5.470 0.935 3.476  0.001
H 3.368 -0.378 3.697  0.001
Cl 0.082 -0.674 3.575  0.085
C -0.811 -2.189 3.516  0.047
C -1.658 -2.450 4.578  -0.019
C -2.388 -3.626 4.565  0.035
C -2.278 -4.500 3.494  -0.013
C -1.427 -4.211 2.440  0.018
Cl -1.352 -5.319 1.121  0.009
C -0.644 -3.044 2.421  0.005
S 0.485 -2.756 1.096  0.488
H -1.728 -1.754 5.404  0.000
H -3.042 -3.862 5.394  0.002
H -2.849 -5.418 3.472  0.000
N -4.704 -0.207 -0.189  0.000
C -4.358 0.418 1.140  0.008
C -2.859 0.659 1.208  0.002
N -2.075 -0.565 0.977  0.061
C -2.436 -1.167 -0.321  -0.012
C -3.919 -1.475 -0.426  0.007
H -4.500 0.459 -0.939  0.000
H -5.707 -0.395 -0.238  0.000
H -4.688 -0.284 1.905  0.000
H -4.923 1.342 1.238  0.000
H -2.623 1.078 2.185  0.001
H -2.555 1.392 0.456  0.002
H -2.250 -1.242 1.719  -0.009
H -1.875 -2.088 -0.470  -0.004
H -2.137 -0.468 -1.103  0.001
H -4.245 -2.190 0.329  -0.001
H -4.184 -1.853 -1.411  0.001

Output
- Orbital gap (alpha / beta): 8.4 / 6.3 eV
- E: -3033.89488 hartree
- Lowest unoccupied orbital energy (alpha / beta): -5.28 / -7.59 eV
- <S²>: 8.77
- Multiplicity: 6
- Strongest force on any atom: 0.82 eV Å⁻¹
- ΔE to the lowest compared entry with this formula, charge and spin: 0.00 kcal/mol
- Net charge: +2

No. 4
C22H25Cl2N5ORhS3 as an isolated structure at a distorted geometry. Source: the Open Molecules 2025 dataset; level of theory: ωB97M-V/def2-TZVPD.

Last column: Mulliken spin population.
Element x y z (Å)
Rh 0.161 0.843 0.812  2.245
C -4.276 0.885 -2.214  -0.003
C -3.711 -0.492 -2.218  0.015
N -2.336 -0.545 -2.659  0.001
C -2.103 -0.811 -4.088  0.002
C -2.020 -2.254 -4.452  0.000
C -1.258 -0.292 -1.864  -0.008
S -1.697 -0.163 -0.159  0.301
N -0.068 -0.147 -2.391  0.013
C 1.058 0.332 -1.973  -0.021
O 1.308 1.060 -0.935  0.087
C 2.211 0.160 -2.920  0.019
C 3.375 0.904 -2.711  0.001
C 4.435 0.914 -3.664  0.001
C 4.209 0.241 -4.884  -0.001
C 3.073 -0.527 -5.077  0.000
C 2.128 -0.626 -4.086  -0.002
H -5.105 0.890 -1.486  0.000
H -4.675 1.149 -3.197  0.000
H -3.516 1.645 -1.890  0.002
H -4.285 -1.168 -2.857  0.002
H -3.763 -1.019 -1.274  -0.007
H -1.216 -0.307 -4.452  0.000
H -2.936 -0.364 -4.673  0.001
H -1.298 -2.822 -3.875  0.000
H -1.650 -2.312 -5.498  0.000
H -2.948 -2.798 -4.386  0.000
H 3.393 1.536 -1.763  0.001
H 5.324 1.503 -3.418  0.000
H 4.895 0.377 -5.716  0.000
H 2.896 -1.070 -5.970  0.000
H 1.287 -1.303 -4.231  0.000
Cl 2.196 1.881 1.706  0.090
C 2.780 0.611 2.778  0.116
C 3.694 0.954 3.786  -0.055
C 4.300 0.020 4.604  0.121
C 3.929 -1.349 4.446  -0.056
C 3.000 -1.685 3.445  0.052
Cl 2.709 -3.356 3.196  0.019
C 2.408 -0.746 2.538  -0.006
S 1.365 -1.183 1.239  0.911
H 3.854 2.021 3.936  0.000
H 4.997 0.337 5.363  0.007
H 4.261 -2.138 5.100  -0.001
C -2.715 -1.433 5.041  0.002
C -2.021 -0.139 5.447  0.001
C -1.945 0.803 4.320  0.016
N -1.056 0.434 3.443  0.012
N -0.936 1.278 2.388  0.033
C -1.715 2.368 2.485  0.038
N -1.544 3.396 1.656  0.031
S -2.779 2.327 3.863  0.015
H -2.729 -2.145 5.872  0.000
H -2.198 -1.870 4.197  0.000
H -3.757 -1.242 4.779  0.000
H -1.029 -0.367 5.834  0.000
H -2.611 0.316 6.250  0.000
H -1.149 3.313 0.654  0.006
H -2.204 4.174 1.802  -0.001

Output
- Orbital gap (alpha / beta): 7.4 / 5.6 eV
- E: -3427.54570 hartree
- Lowest unoccupied orbital energy (alpha / beta): -2.34 / -5.48 eV
- <S²>: 6.04
- Multiplicity: 5
- Strongest force on any atom: 3.30 eV Å⁻¹
- ΔE to the lowest compared entry with this formula, charge and spin: 12.98 kcal/mol
- Net charge: +1

> What is the formula in the fourth record?

C22H25Cl2N5ORhS3

> Which of these has the lowest strongest force on any atom?

C22H25BrN2O5V

Repeat the first record exactly.
C22H25BrGaNO as an isolated structure at a distorted geometry. Source: the Open Molecules 2025 dataset; level of theory: ωB97M-V/def2-TZVPD.

Last column: Löwdin charge in e.
Element x y z (Å)
C 2.296 0.067 3.670  -0.212
C 2.454 -0.523 2.416  -0.124
C 2.017 0.386 1.402  -0.071
H 2.864 -1.519 2.215  0.106
C 1.579 1.558 2.019  -0.166
C 1.738 1.418 3.464  -0.332
H 1.252 2.460 1.509  0.090
C -1.130 -1.449 3.288  -0.265
C -0.156 -2.344 2.701  -0.123
C -0.362 -2.406 1.324  -0.028
H 0.588 -2.902 3.258  0.099
C -1.513 -1.599 1.014  -0.197
C -1.937 -0.971 2.188  -0.151
H 2.071 0.200 0.336  0.093
H 1.897 2.238 4.174  0.098
H 2.574 -0.321 4.659  0.099
H -2.764 -0.255 2.267  0.079
H 0.218 -2.966 0.582  0.115
H -1.473 -1.537 4.324  0.068
Ga -0.273 0.683 4.045  0.565
C -2.269 -1.563 -0.293  -0.492
C -3.681 -2.160 -0.090  -0.041
C -1.574 -2.392 -1.379  -0.047
H -3.602 -3.224 0.170  0.091
H -4.265 -2.080 -1.024  0.085
H -4.228 -1.657 0.714  0.081
H -1.554 -3.449 -1.086  0.089
H -0.550 -2.041 -1.530  0.077
H -2.118 -2.311 -2.325  0.090
C -2.412 -0.072 -0.721  -0.050
C -1.154 0.603 -1.256  -0.429
H -2.771 0.532 0.136  0.126
H -3.182 -0.003 -1.507  0.121
O -0.013 0.254 -0.933  0.054
N -1.378 1.587 -2.179  0.063
C -0.332 2.554 -2.527  -0.124
H -2.328 1.945 -2.225  0.137
C 1.045 1.951 -2.686  -0.242
C 2.126 2.599 -2.084  -0.054
H 1.928 3.529 -1.537  0.112
C 3.411 2.045 -2.142  -0.086
H 4.230 2.545 -1.619  0.102
C 3.629 0.847 -2.835  -0.095
H 4.630 0.412 -2.882  0.099
C 2.555 0.234 -3.496  -0.080
H 2.706 -0.707 -4.030  0.101
C 1.273 0.797 -3.445  -0.047
H 0.439 0.323 -3.974  0.119
H -0.273 3.306 -1.721  0.122
H -0.661 3.043 -3.457  0.129
Br -1.569 2.333 3.106  0.243

Output
- Orbital gap (alpha / beta): 5.5 / 5.5 eV
- E: -5482.05391 hartree
- Lowest unoccupied orbital energy (alpha / beta): -1.91 / -1.91 eV
- Strongest force on any atom: 3.23 eV Å⁻¹
- ΔE to the lowest compared entry with this formula, charge and spin: 0.00 kcal/mol
- Net charge: 0